CH3BrO3P | the ωB97M-V functional and the def2-TZVPD basis

XYZ file:
```
9
Properties=species:S:1:pos:R:3
C -0.23 -0.04 0.26
O -2.17 -2.18 0.40
O -2.34 -0.79 -1.68
O -2.64 0.36 0.49
P -1.90 -0.92 -0.32
Br -4.32 0.34 0.42
H -0.16 -0.37 1.35
H 0.67 -0.36 -0.23
H -0.34 1.02 0.08
```

## Properties
ΔE to the lowest compared entry with this formula, charge and spin   57.5 kJ/mol
Electronic energy   -86561.8498 eV
Orbital gap   8.458 eV
Charge   -1
LUMO level   3.471 eV